one | A cluster of 15 separate species, C28H42BCl30N3O4 in total. Source: the OMol25 dataset; level of theory: ωB97M-V/def2-TZVPD.

Values from the calculation:
**Highest occupied orbital energy**: -0.31783 Eh

CARTESIAN COORDINATES (ANGSTROEM)
C 0.929 -2.806 -0.451
O 1.920 -2.129 0.371
B 1.737 -0.672 0.314
O 2.531 0.021 -0.674
C 0.679 0.013 1.348
N -0.672 0.414 0.736
C -0.712 0.134 -0.536
O -0.769 0.041 -1.779
C 0.164 -0.854 2.634
C 1.245 -1.391 3.692
Cl 3.048 -1.109 3.633
C 0.726 -2.172 4.790
C 1.611 -2.772 5.985
Cl -1.088 -2.539 4.883
N -0.732 0.185 3.289
C -0.376 1.578 2.891
O -0.983 2.666 3.062
C 1.068 1.362 2.143
C 1.684 2.621 1.366
C 2.903 3.480 1.883
C 3.503 4.726 1.188
N 2.974 5.192 -0.052
C 1.855 4.468 -0.562
C 1.111 3.194 -0.017
H 0.800 -2.260 -1.472
H 1.196 -3.892 -0.714
H -0.106 -2.858 0.082
H 3.470 -0.017 -0.319
H -0.335 -1.768 2.159
H 1.645 -3.929 5.980
H 2.657 -2.319 6.079
H 1.053 -2.490 6.966
H -0.659 0.215 4.331
H 1.761 1.291 3.066
H 3.369 3.170 2.896
H 4.389 5.269 1.699
H 1.424 4.890 -1.545
H 0.206 2.724 -0.528
C -1.408 4.186 -3.104
Cl -3.149 4.397 -2.871
Cl -0.539 4.265 -1.565
H -1.228 3.215 -3.561
H -1.041 4.975 -3.760
C 2.022 1.497 -3.808
Cl 0.638 1.869 -4.845
Cl 1.832 2.207 -2.197
H 2.108 0.415 -3.709
H 2.925 1.898 -4.268
C -0.149 -5.398 7.990
Cl 1.592 -5.507 7.700
Cl -0.541 -4.012 9.014
H -0.661 -5.289 7.035
H -0.483 -6.309 8.486
C 6.030 -1.884 0.738
Cl 4.991 -0.458 0.870
Cl 5.845 -2.940 2.142
H 5.758 -2.438 -0.160
H 7.068 -1.560 0.672
C 5.466 -5.876 9.048
Cl 4.973 -5.787 7.353
Cl 7.115 -5.278 9.266
H 4.787 -5.270 9.647
H 5.420 -6.914 9.376
C -4.032 0.586 4.075
Cl -3.675 0.159 5.753
Cl -5.772 0.723 3.800
H -3.562 1.543 3.847
H -3.630 -0.187 3.421
C 1.420 3.997 -7.935
Cl 0.535 5.171 -6.952
Cl 3.019 3.672 -7.256
H 0.855 3.067 -7.971
H 1.538 4.397 -8.942
C -5.113 4.704 -6.414
Cl -5.890 3.284 -7.125
Cl -3.354 4.549 -6.438
H -5.399 5.587 -6.985
H -5.445 4.809 -5.381
C 0.606 -6.976 0.699
Cl 0.696 -6.267 -0.919
Cl 2.103 -6.705 1.598
H -0.220 -6.518 1.241
H 0.437 -8.048 0.606
C -6.034 0.274 0.260
Cl -6.813 -1.145 -0.452
Cl -4.278 0.074 0.323
H -6.269 1.149 -0.345
H -6.410 0.413 1.272
C -4.983 4.874 -0.386
Cl -5.996 6.321 -0.305
Cl -5.253 3.825 1.011
H -5.225 4.323 -1.294
H -3.936 5.175 -0.405
C 6.304 3.929 -4.603
Cl 5.961 3.131 -6.142
Cl 5.080 3.524 -3.395
H 7.280 3.604 -4.244
H 6.307 5.008 -4.755
C 0.193 -8.119 -4.043
Cl -0.574 -9.559 -4.722
Cl 1.953 -8.279 -4.026
H -0.078 -7.255 -4.649
H -0.160 -7.978 -3.022
C -9.241 1.816 -6.667
Cl -10.643 2.215 -7.667
Cl -9.395 2.506 -5.047
H -9.162 0.733 -6.584
H -8.344 2.217 -7.139

---

two | A cluster of 15 separate species, C28H42BCl30N3O4 in total. Source: the OMol25 dataset; level of theory: ωB97M-V/def2-TZVPD.

Values from the calculation:
**Highest occupied orbital energy**: -0.34306 Eh

CARTESIAN COORDINATES (ANGSTROEM)
C 1.075 2.770 -0.798
O -0.180 2.531 -1.427
B -0.509 1.178 -1.489
O -0.174 0.495 -2.618
C -1.250 0.553 -0.211
N -0.344 -0.283 0.698
C 0.816 -0.409 0.334
O 1.889 -0.635 -0.015
C -1.859 1.569 0.811
C -2.888 2.551 0.266
Cl -3.390 2.525 -1.402
C -3.417 3.489 1.055
C -4.432 4.517 0.669
Cl -2.925 3.603 2.725
N -2.457 0.641 1.788
C -2.691 -0.639 1.170
O -3.005 -1.657 1.705
C -2.475 -0.378 -0.356
C -2.486 -1.597 -1.250
C -3.594 -1.821 -2.050
C -3.742 -2.910 -2.874
N -2.793 -3.835 -2.961
C -1.732 -3.649 -2.179
C -1.459 -2.575 -1.309
H 1.838 2.061 -1.145
H 1.454 3.768 -1.019
H 1.004 2.701 0.297
H -0.737 0.792 -3.366
H -1.005 2.154 1.157
H -4.021 5.531 0.697
H -4.934 4.313 -0.271
H -5.208 4.500 1.443
H -3.369 0.933 2.130
H -3.427 0.106 -0.595
H -4.413 -1.104 -2.003
H -4.652 -3.010 -3.456
H -0.997 -4.433 -2.239
H -0.589 -2.495 -0.697
C 1.833 -5.223 -0.086
Cl 2.207 -5.645 1.589
Cl 0.182 -4.620 -0.289
H 2.520 -4.450 -0.409
H 1.956 -6.110 -0.698
C 2.304 -2.178 -3.620
Cl 3.521 -3.116 -2.731
Cl 0.701 -2.316 -2.885
H 2.602 -1.135 -3.612
H 2.258 -2.548 -4.639
C -4.736 7.330 3.118
Cl -4.918 7.645 1.387
Cl -6.067 6.355 3.750
H -3.806 6.795 3.278
H -4.719 8.278 3.644
C -1.806 3.279 -5.414
Cl -2.134 1.795 -4.498
Cl -2.719 4.645 -4.778
H -0.747 3.500 -5.345
H -2.091 3.113 -6.446
C -6.998 9.089 -1.852
Cl -5.409 8.317 -1.922
Cl -7.889 8.893 -3.365
H -7.569 8.634 -1.050
H -6.862 10.147 -1.662
C -2.784 -0.051 5.297
Cl -4.114 1.109 5.383
Cl -2.222 -0.477 6.923
H -3.137 -0.945 4.795
H -1.958 0.383 4.745
C 4.844 -5.992 -4.376
Cl 3.755 -6.856 -3.281
Cl 3.963 -5.197 -5.685
H 5.379 -5.238 -3.810
H 5.539 -6.703 -4.806
C 5.816 -7.444 1.820
Cl 7.249 -6.510 2.274
Cl 5.228 -7.000 0.218
H 6.074 -8.497 1.818
H 5.033 -7.252 2.544
C 1.190 6.900 0.447
Cl 2.428 5.952 -0.392
Cl -0.260 7.096 -0.541
H 0.921 6.385 1.362
H 1.596 7.879 0.672
C 1.053 -1.754 6.291
Cl 2.527 -0.945 6.842
Cl 0.689 -1.372 4.604
H 1.188 -2.825 6.382
H 0.225 -1.427 6.906
C -0.957 -5.952 5.353
Cl -1.509 -7.245 6.424
Cl -1.516 -4.367 5.896
H 0.126 -5.951 5.338
H -1.345 -6.133 4.358
C 0.651 -3.943 -7.960
Cl 2.405 -3.802 -8.120
Cl 0.124 -3.361 -6.380
H 0.176 -3.354 -8.737
H 0.372 -4.986 -8.057
C 5.865 7.089 -1.056
Cl 7.118 8.199 -0.489
Cl 5.199 7.592 -2.614
H 6.299 6.102 -1.167
H 5.063 7.067 -0.328
C 8.661 -5.618 5.564
Cl 9.883 -6.578 6.407
Cl 7.080 -5.743 6.344
H 8.970 -4.579 5.569
H 8.577 -5.978 4.545

---

From most stable to least stable, the computed energies give two, one.

---

one | A cluster of 2 separate species, C5H8O4 in total. Source: the OMol25 dataset; level of theory: ωB97M-V/def2-TZVPD.

Values from the calculation:
**Highest occupied orbital energy**: -0.01192 Eh
**Total charge**: -2

CARTESIAN COORDINATES (ANGSTROEM)
C 0.613 1.079 -1.235
C -0.107 0.373 -2.413
C 2.042 0.587 -0.965
O 2.839 0.509 -1.855
O 2.104 0.349 0.277
H 0.870 2.095 -1.440
H 0.148 0.835 -0.299
H -0.102 -0.785 -2.330
H 0.297 0.696 -3.399
H -1.113 0.653 -2.257
C -1.153 -0.510 2.761
C -1.036 -1.559 1.669
O -1.477 -1.142 0.578
O -0.371 -2.512 1.988
H -1.857 -0.809 3.634
H -1.623 0.326 2.360
H -0.077 -0.185 2.924

---

two | A cluster of 2 separate species, C5H8O4 in total. Source: the OMol25 dataset; level of theory: ωB97M-V/def2-TZVPD.

Values from the calculation:
**Highest occupied orbital energy**: -0.03448 Eh
**Total charge**: -2

CARTESIAN COORDINATES (ANGSTROEM)
C -1.339 1.095 0.765
C -1.958 -0.156 1.374
C -2.183 1.459 -0.513
O -3.247 2.080 -0.292
O -1.866 0.790 -1.529
H -1.548 1.942 1.445
H -0.255 1.094 0.592
H -2.342 -0.872 0.632
H -2.866 0.067 1.921
H -1.267 -0.745 1.963
C 2.980 -0.340 -1.001
C 2.315 -1.717 -0.843
O 1.088 -1.797 -1.135
O 2.969 -2.669 -0.329
H 2.144 0.359 -1.013
H 3.682 -0.405 -1.855
H 3.693 -0.184 -0.181

---

From most stable to least stable, the computed energies give two, one.

---

one | The molecule C4H5OP. Source: the OMol25 dataset; level of theory: ωB97M-V/def2-TZVPD.

Values from the calculation:
**Highest occupied orbital energy**: -0.32464 Eh

CARTESIAN COORDINATES (ANGSTROEM)
C 0.479 -0.657 0.824
C 1.304 -0.449 -0.183
C -0.821 0.058 0.799
C -0.964 0.652 -0.541
O 0.953 1.159 -2.615
P 0.551 0.827 -1.255
H 0.604 -1.457 1.619
H 2.165 -1.108 -0.359
H -1.407 -0.849 0.792
H -1.190 0.486 1.720
H -1.675 1.339 -0.801

---

two | A cluster of 2 separate species, C4H5OP in total. Source: the OMol25 dataset; level of theory: ωB97M-V/def2-TZVPD.

Values from the calculation:
**Highest occupied orbital energy (alpha / beta)**: -0.30461 / -0.30462 Eh

CARTESIAN COORDINATES (ANGSTROEM)
C 0.165 1.651 -2.578
C -0.248 1.975 -1.327
C -0.982 1.030 -2.176
C 0.498 -2.015 2.391
O -1.947 0.332 -2.406
P 1.017 -0.234 2.246
H 0.951 1.902 -3.197
H -0.056 2.249 -0.288
H -0.496 -1.825 2.930
H 0.997 -2.752 2.921
H 0.101 -2.314 1.484

---

From most stable to least stable, the computed energies give one, two.

---

one | A structure of composition C7H17N2S. Source: the OMol25 dataset; level of theory: ωB97M-V/def2-TZVPD.

Values from the calculation:
**Highest occupied orbital energy**: -0.49115 Eh
**Total charge**: +1

CARTESIAN COORDINATES (ANGSTROEM)
C -0.269 -1.887 -0.519
C 0.473 0.371 -2.468
C -0.849 2.155 0.260
C 0.390 -0.576 2.492
C 1.183 0.302 -1.123
C -0.940 0.643 0.078
C 1.109 -0.074 1.250
N -1.506 -2.115 -0.185
N 0.333 -0.098 0.006
S 0.922 -2.740 -1.099
H 1.226 0.451 -3.248
H -0.104 -0.529 -2.660
H -0.180 1.234 -2.552
H -1.854 2.560 0.161
H -0.480 2.425 1.246
H -0.228 2.625 -0.496
H -0.469 0.036 2.751
H 0.082 -1.612 2.384
H 1.086 -0.517 3.325
H 1.635 1.272 -0.898
H 1.995 -0.428 -1.184
H -1.485 0.444 -0.847
H -1.511 0.251 0.922
H 2.011 -0.668 1.090
H 1.418 0.963 1.418
H -2.126 -1.441 0.235
H -1.862 -3.050 -0.341

---

two | A cluster of 2 separate species, C7H17N2S in total. Source: the OMol25 dataset; level of theory: ωB97M-V/def2-TZVPD.

Values from the calculation:
**Highest occupied orbital energy (alpha / beta)**: -0.48283 / -0.48289 Eh
**Total charge**: +1

CARTESIAN COORDINATES (ANGSTROEM)
C -1.942 0.679 -0.610
C -0.192 -2.354 -0.600
C 1.659 0.289 -1.450
C -0.151 1.979 1.571
C -0.351 -1.615 0.694
C 1.518 -0.197 -0.023
C 0.016 0.429 1.756
N -1.647 1.379 -1.725
N 0.134 -0.253 0.506
S -2.976 0.107 0.371
H -0.187 -3.526 -0.342
H -1.068 -2.172 -1.327
H 0.649 -2.017 -1.156
H 1.488 1.388 -1.544
H 2.687 0.024 -1.687
H 0.970 -0.226 -2.179
H 0.627 2.453 1.009
H -1.119 2.075 0.973
H -0.202 2.516 2.488
H 0.244 -2.085 1.416
H -1.374 -1.580 1.020
H 2.159 0.565 0.588
H 2.101 -1.207 0.026
H -0.809 -0.012 2.281
H 0.950 0.199 2.458
H -0.789 1.298 -2.216
H -2.394 1.862 -2.299

---

From most stable to least stable, the computed energies give one, two.

---

one | A structure of composition C3H8O2S2. Source: the OMol25 dataset; level of theory: ωB97M-V/def2-TZVPD.

Values from the calculation:
**Highest occupied orbital energy**: -0.31580 Eh

CARTESIAN COORDINATES (ANGSTROEM)
C -1.663 0.004 -0.440
C 0.214 0.432 -0.015
C 1.127 -0.774 0.083
O 2.444 -0.323 0.219
O 0.754 -1.658 1.083
S -1.741 -0.743 -2.041
S 0.131 1.327 1.552
H -2.180 0.946 -0.360
H -1.933 -0.726 0.311
H 0.505 1.096 -0.823
H 1.105 -1.338 -0.854
H 2.516 0.226 1.013
H 0.754 -1.200 1.936
H -1.484 0.361 -2.743
H -0.548 2.370 1.078

---

two | A cluster of 2 separate species, C3H8O2S2 in total. Source: the OMol25 dataset; level of theory: ωB97M-V/def2-TZVPD.

Values from the calculation:
**Highest occupied orbital energy**: -0.34792 Eh
**SMILES string**: O=CCCSS.O

CARTESIAN COORDINATES (ANGSTROEM)
C 0.555 0.192 1.209
C -0.033 -0.965 1.979
O 0.141 -2.110 1.687
C -0.429 1.292 0.983
S 0.202 2.818 0.211
S 0.669 4.003 1.802
H 0.940 -0.052 0.219
H 1.398 0.544 1.818
H -0.585 -0.624 2.877
H -0.791 1.681 1.938
H -1.294 0.990 0.424
H -0.511 4.636 1.914
H 0.328 -4.627 -5.237
H -0.182 -3.435 -6.027
O -0.408 -4.343 -5.797

---

From most stable to least stable, the computed energies give two, one.

---

one | The molecule C11H8N2. Source: the OMol25 dataset; level of theory: ωB97M-V/def2-TZVPD.

Values from the calculation:
**Highest occupied orbital energy (alpha / beta)**: -0.25464 / -0.25454 Eh

CARTESIAN COORDINATES (ANGSTROEM)
C -2.838 1.377 -0.090
C -3.605 0.210 0.052
C -1.470 1.278 -0.115
C -3.032 -1.018 0.104
C -0.819 0.047 -0.044
C -1.599 -1.196 0.026
C 1.667 0.761 -0.010
C 0.588 -0.109 -0.059
C 2.866 -0.017 -0.006
C 1.142 -1.427 -0.111
C 4.163 0.328 0.106
N -1.109 -2.361 0.045
N 2.444 -1.370 -0.091
H -3.328 2.332 -0.188
H -4.680 0.294 0.119
H -0.870 2.172 -0.196
H -3.625 -1.911 0.205
H 1.642 1.831 0.051
H 4.938 -0.419 0.134
H 4.451 1.357 0.188
H 3.074 -2.158 -0.118

---

two | The molecule C11H8N2. Source: the OMol25 dataset; level of theory: ωB97M-V/def2-TZVPD.

Values from the calculation:
**Highest occupied orbital energy**: -0.28223 Eh
**SMILES string**: C1=CC2=CC=CC3=NC=NC(=C1)[C@@H]23

CARTESIAN COORDINATES (ANGSTROEM)
N 2.555 -0.337 2.070
N 1.940 1.945 2.064
C 2.643 0.888 2.590
C 0.911 1.713 1.347
C 0.157 2.860 1.086
C -0.830 2.733 0.114
C 0.457 -1.794 -0.796
C -0.417 -0.849 -1.003
C 1.554 -1.623 0.210
C -1.056 1.473 -0.679
C 1.534 -0.571 1.044
C -0.487 0.344 -0.204
C 0.338 0.395 1.064
H 3.331 1.078 3.372
H 0.426 3.832 1.513
H -1.671 3.485 0.086
H 0.403 -2.684 -1.452
H -1.096 -1.100 -1.810
H 2.480 -2.165 0.148
H -1.711 1.345 -1.535
H -0.347 0.144 1.885

---

From most stable to least stable, the computed energies give two, one.

---

one | The molecule C3H2N2O. Source: the OMol25 dataset; level of theory: ωB97M-V/def2-TZVPD.

Values from the calculation:
**Highest occupied orbital energy (alpha / beta)**: -0.39249 / -0.39343 Eh

CARTESIAN COORDINATES (ANGSTROEM)
C -1.495 -0.302 -0.099
C 1.007 -0.313 0.067
C -0.312 -0.111 -0.753
N -2.451 -0.646 0.407
N 1.041 0.792 0.815
O 1.853 -1.133 -0.176
H 0.075 0.594 -1.511
H 0.281 1.119 1.250

---

two | The molecule C3H2N2O. Source: the OMol25 dataset; level of theory: ωB97M-V/def2-TZVPD.

Values from the calculation:
**Highest occupied orbital energy**: -0.45527 Eh
**SMILES string**: N#CC(O)C#N

CARTESIAN COORDINATES (ANGSTROEM)
C -0.369 -0.173 0.281
C -0.062 1.304 0.368
C 0.935 -0.916 0.225
H -0.715 -0.054 -1.699
H -0.978 -0.485 1.067
N 0.394 2.351 0.604
N 1.889 -1.554 0.067
O -1.095 -0.473 -0.913

---

From most stable to least stable, the computed energies give two, one.